{"formula": "C17H36Cl22NO6PSSi2", "method": "wB97M-V/def2-TZVPD", "orbital_gap_ev": 9.63, "e_above_lowest_ev": 0.495, "homo_ev": -9.6754, "species": ["C", "C", "O", "O", "C", "C", "C", "Si", "O", "Si", "O", "C", "N", "P", "O", "O", "S", "H", "H", "H", "H", "H", "H", "H", "H", "H", "H", "H", "H", "H", "H", "C", "Cl", "Cl", "H", "H", "C", "Cl", "Cl", "H", "H", "C", "Cl", "Cl", "H", "H", "C", "Cl", "Cl", "H", "H", "C", "Cl", "Cl", "H", "H", "C", "Cl", "Cl", "H", "H", "C", "Cl", "Cl", "H", "H", "C", "Cl", "Cl", "H", "H", "C", "Cl", "Cl", "H", "H", "C", "Cl", "Cl", "H", "H", "C", "Cl", "Cl", "H", "H"], "coordinates": [[0.70, -0.88, -3.11], [0.33, -1.94, -4.18], [0.10, -1.57, -5.29], [0.35, -3.24, -3.78], [-0.75, -4.01, -4.29], [-1.67, -4.48, -3.11], [-2.79, -3.39, -2.95], [-4.35, -3.76, -3.95], [-5.67, -2.73, -3.60], [-5.24, -1.22, -3.08], [-6.58, -0.62, -2.16], [-6.15, -0.40, -0.93], [-5.72, -0.12, 0.09], [-4.88, 0.23, -4.71], [-6.29, 0.87, -5.23], [-4.10, 1.50, -4.00], [-3.80, -0.48, -6.14], [1.12, -1.36, -2.21], [1.55, -0.32, -3.56], [-0.12, -0.20, -2.90], [-0.33, -4.91, -4.76], [-1.39, -3.46, -4.99], [-1.05, -4.52, -2.20], [-2.15, -5.45, -3.35], [-2.37, -2.44, -3.34], [-3.08, -3.23, -1.89], [-4.00, -3.83, -5.39], [-4.78, -5.13, -3.59], [-4.11, -1.18, -2.14], [-6.16, 1.24, -6.12], [-3.16, 1.41, -4.23], [-2.85, 1.64, 1.04], [-2.22, 3.21, 1.55], [-2.10, 1.13, -0.48], [-2.62, 0.90, 1.80], [-3.92, 1.71, 0.90], [1.37, 2.00, 2.99], [1.57, 0.40, 2.26], [1.59, 1.95, 4.74], [2.12, 2.67, 2.57], [0.38, 2.37, 2.77], [4.74, 0.95, -3.08], [4.37, -0.37, -4.20], [3.82, 0.80, -1.58], [5.80, 0.92, -2.84], [4.49, 1.89, -3.55], [4.67, 0.70, 6.83], [4.37, -0.65, 7.92], [6.16, 0.47, 5.90], [3.83, 0.79, 6.13], [4.75, 1.61, 7.41], [-0.88, -1.09, 4.43], [-1.11, -1.87, 6.00], [-1.80, 0.41, 4.32], [0.17, -0.87, 4.30], [-1.22, -1.77, 3.66], [4.21, 4.73, 1.71], [3.84, 3.41, 0.59], [3.28, 4.58, 3.21], [5.27, 4.70, 1.95], [3.97, 5.67, 1.24], [7.27, -2.53, 4.43], [8.84, -2.57, 3.61], [6.98, -4.00, 5.36], [7.25, -1.68, 5.10], [6.49, -2.42, 3.68], [4.75, 8.16, -0.92], [4.35, 8.55, 0.75], [4.70, 6.42, -1.21], [4.04, 8.64, -1.58], [5.76, 8.52, -1.13], [2.84, 2.01, 10.66], [1.29, 1.70, 11.45], [2.64, 2.24, 8.92], [3.27, 2.91, 11.08], [3.49, 1.16, 10.82], [-0.98, -2.04, -8.97], [-2.57, -2.31, -8.23], [-1.10, -1.89, -10.73], [-0.56, -1.12, -8.57], [-0.34, -2.88, -8.73], [-7.62, -1.93, 2.90], [-7.34, -3.51, 2.16], [-7.50, -2.00, 4.66], [-6.88, -1.23, 2.52], [-8.61, -1.59, 2.63]], "lowdin_charge": [0.014, -0.526, 0.103, -0.008, -0.182, -0.185, -0.338, 0.558, -0.343, 0.430, -0.074, -0.420, 0.180, 0.140, -0.238, -0.267, 0.269, 0.081, 0.044, 0.073, 0.129, 0.104, 0.115, 0.097, 0.059, 0.072, -0.020, -0.015, 0.034, 0.073, 0.050, -1.035, 0.515, 0.488, -0.035, 0.003, -1.032, 0.522, 0.517, -0.105, -0.008, -1.009, 0.524, 0.500, 0.027, 0.028, -1.049, 0.505, 0.549, -0.020, -0.021, -1.030, 0.517, 0.530, -0.032, 0.030, -0.998, 0.502, 0.566, 0.035, -0.055, -1.052, 0.494, 0.499, -0.059, 0.027, -1.000, 0.523, 0.533, 0.028, 0.027, -1.012, 0.513, 0.533, 0.026, 0.023, -1.015, 0.450, 0.502, 0.028, 0.027, -1.041, 0.486, 0.499, 0.002, 0.024]}